1.
{"formula": "C31H57N2O2P2ReS", "method": "ωB97M-V/def2-TZVPD", "gap_ev": [8.8784, 6.8498], "e_lumo_ha": [-0.299, -0.410], "s_squared": 3.80, "spin_multiplicity": 4, "total_energy_ev": -71666.7642, "largest_force_ev_per_a": 6.34, "e_above_lowest_kcal_mol": 0.00, "charge": 3, "elements": ["C", "C", "C", "C", "C", "H", "H", "H", "N", "P", "P", "C", "H", "H", "C", "O", "C", "H", "C", "C", "C", "C", "C", "H", "H", "H", "C", "H", "H", "H", "C", "H", "H", "H", "C", "H", "H", "H", "C", "H", "H", "H", "C", "H", "H", "H", "C", "H", "H", "H", "C", "H", "H", "H", "C", "H", "H", "H", "C", "H", "H", "H", "C", "H", "H", "H", "C", "H", "H", "H", "Re", "N", "C", "C", "C", "C", "C", "H", "H", "H", "H", "H", "H", "H", "H", "H", "C", "S", "C", "O", "H", "H", "H", "H", "H", "H"], "coordinates": [[2.496, -0.984, -0.347], [2.190, 1.252, -1.069], [3.744, -1.066, -0.973], [3.526, 1.234, -1.561], [4.287, 0.083, -1.538], [4.269, -2.018, -0.952], [3.903, 2.156, -1.994], [5.296, 0.065, -1.948], [1.735, 0.119, -0.415], [0.749, -1.655, 1.806], [-0.354, 2.522, -1.437], [1.950, -2.162, 0.443], [1.447, -2.862, -0.240], [2.784, -2.715, 0.889], [-2.071, 0.173, 1.367], [-3.215, 0.306, 1.584], [1.379, 2.405, -1.230], [1.932, 3.334, -1.410], [-0.950, 1.982, -3.095], [-0.879, 4.219, -0.947], [-0.346, -3.204, 2.206], [2.110, -1.325, 3.148], [-2.375, 1.404, -2.957], [-3.068, 2.100, -2.465], [-2.763, 1.188, -3.966], [-2.350, 0.460, -2.393], [-0.929, 3.110, -4.137], [-1.644, 3.910, -3.911], [0.072, 3.542, -4.258], [-1.224, 2.684, -5.108], [-0.057, 0.835, -3.587], [-0.429, 0.495, -4.565], [0.992, 1.135, -3.709], [-0.112, -0.019, -2.897], [-2.407, 4.342, -1.084], [-2.914, 3.548, -0.520], [-2.710, 5.307, -0.657], [-2.745, 4.323, -2.125], [-0.518, 4.430, 0.532], [-1.066, 3.729, 1.180], [0.554, 4.308, 0.720], [-0.802, 5.452, 0.822], [-0.152, 5.305, -1.750], [-0.336, 5.246, -2.826], [-0.514, 6.282, -1.404], [0.929, 5.279, -1.581], [1.375, -0.752, 4.363], [2.106, -0.532, 5.157], [0.876, 0.193, 4.100], [0.615, -1.433, 4.767], [3.100, -0.270, 2.624], [3.804, -0.682, 1.890], [2.584, 0.580, 2.162], [3.683, 0.125, 3.472], [2.940, -2.568, 3.525], [3.832, -2.229, 4.078], [2.404, -3.258, 4.184], [3.306, -3.125, 2.653], [-0.329, -4.167, 1.013], [0.653, -4.635, 0.864], [-1.049, -4.981, 1.208], [-0.635, -3.668, 0.085], [-1.798, -2.750, 2.437], [-2.258, -2.363, 1.518], [-2.386, -3.625, 2.756], [-1.866, -1.993, 3.230], [0.100, -3.962, 3.460], [1.067, -4.461, 3.322], [0.124, -3.316, 4.347], [-0.644, -4.752, 3.658], [-0.231, 0.121, 0.790], [-0.780, -1.361, -0.755], [-1.379, -1.811, -1.654], [-2.049, -2.786, -2.607], [-1.561, -2.499, -4.024], [-1.715, -4.239, -2.267], [-3.560, -2.598, -2.518], [-1.840, -1.485, -4.341], [-0.470, -2.609, -4.085], [-2.010, -3.208, -4.732], [-2.145, -4.540, -1.303], [-2.148, -4.897, -3.035], [-0.631, -4.414, -2.260], [-4.063, -3.296, -3.201], [-3.916, -2.805, -1.499], [-3.851, -1.576, -2.792], [1.567, 2.699, 2.896], [0.075, 1.784, 2.314], [-1.022, 1.888, 3.803], [-1.107, 1.542, -0.474], [2.224, 2.877, 2.037], [1.202, 3.661, 3.285], [2.090, 2.139, 3.678], [-1.855, 2.548, 3.520], [-1.410, 0.899, 4.090], [-0.436, 2.334, 4.616]]}

2.
{"formula": "C31H58BClN4O11", "method": "ωB97M-V/def2-TZVPD", "gap_ev": 6.9692, "e_lumo_ha": -0.059, "total_energy_ev": -74749.3789, "largest_force_ev_per_a": 7.78, "smiles": "NCCc1nc2c(Cl)c(C[C@@H]3CO3)ccc2nc1B(N)O.COCCOCCOC.COCCOCCOC.COCCOCCOC", "charge": 0, "elements": ["N", "C", "C", "C", "N", "C", "C", "Cl", "C", "C", "C", "C", "O", "C", "C", "C", "N", "C", "B", "N", "O", "H", "H", "H", "H", "H", "H", "H", "H", "H", "H", "H", "H", "H", "H", "H", "H", "C", "O", "C", "C", "O", "C", "C", "O", "C", "H", "H", "H", "H", "H", "H", "H", "H", "H", "H", "H", "H", "H", "H", "C", "O", "C", "C", "O", "C", "C", "O", "C", "H", "H", "H", "H", "H", "H", "H", "H", "H", "H", "H", "H", "H", "H", "C", "O", "C", "C", "O", "C", "C", "O", "C", "H", "H", "H", "H", "H", "H", "H", "H", "H", "H", "H", "H", "H", "H"], "coordinates": [[-1.646, 1.741, 3.119], [-0.759, 1.721, 4.343], [0.757, 1.172, 4.050], [1.336, 1.581, 2.538], [1.309, 3.069, 2.277], [1.785, 3.439, 0.908], [1.777, 5.054, 0.497], [1.207, 6.253, 1.834], [2.257, 5.619, -0.965], [2.308, 7.179, -1.453], [0.712, 7.911, -1.143], [-0.614, 6.798, -1.277], [-0.254, 7.971, -2.372], [2.794, 4.490, -2.076], [2.802, 2.910, -1.642], [2.294, 2.330, -0.158], [2.403, 0.848, 0.037], [1.896, 0.529, 1.423], [1.943, -1.113, 1.775], [3.044, -1.755, 2.615], [0.907, -2.059, 1.230], [-1.470, 0.912, 2.509], [-1.361, 2.616, 2.586], [-1.261, 1.062, 5.187], [-0.717, 2.821, 4.767], [1.486, 1.732, 4.812], [0.840, 0.037, 4.299], [2.346, 7.237, -2.623], [3.085, 7.856, -0.899], [0.642, 8.793, -0.254], [-1.365, 7.137, -0.447], [-0.433, 5.717, -1.682], [3.174, 4.787, -3.147], [3.201, 2.138, -2.436], [3.836, -2.094, 2.013], [3.385, -1.085, 3.351], [0.539, -1.709, 0.364], [-2.267, -8.619, -1.868], [-1.550, -8.189, -0.720], [-0.400, -8.985, -0.442], [0.790, -8.109, -0.033], [1.346, -7.309, -1.086], [0.527, -6.241, -1.579], [0.299, -5.092, -0.590], [-0.552, -5.499, 0.484], [-0.129, -4.997, 1.743], [-2.900, -9.474, -1.614], [-2.903, -7.794, -2.198], [-1.593, -8.873, -2.692], [-0.116, -9.601, -1.306], [-0.658, -9.649, 0.387], [1.602, -8.775, 0.284], [0.561, -7.497, 0.839], [-0.406, -6.622, -1.985], [1.078, -5.830, -2.437], [-0.201, -4.267, -1.103], [1.268, -4.738, -0.219], [0.948, -5.136, 1.888], [-0.646, -5.560, 2.525], [-0.392, -3.938, 1.834], [3.992, 3.259, -9.141], [3.537, 4.197, -8.176], [3.910, 5.540, -8.476], [2.753, 6.507, -8.200], [1.642, 6.398, -9.102], [0.865, 5.196, -9.019], [0.056, 5.037, -7.727], [0.912, 4.784, -6.611], [0.514, 5.480, -5.440], [5.046, 3.024, -8.964], [3.402, 2.346, -9.030], [3.848, 3.629, -10.161], [4.230, 5.648, -9.521], [4.752, 5.795, -7.827], [3.132, 7.528, -8.330], [2.417, 6.453, -7.164], [1.477, 4.323, -9.228], [0.148, 5.261, -9.849], [-0.613, 4.179, -7.822], [-0.549, 5.937, -7.568], [0.285, 6.529, -5.657], [1.347, 5.459, -4.732], [-0.352, 4.987, -4.986], [-3.749, -4.059, 9.670], [-4.320, -3.518, 8.488], [-4.392, -2.094, 8.497], [-3.997, -1.514, 7.133], [-2.608, -1.646, 6.798], [-2.133, -2.975, 6.547], [-2.682, -3.629, 5.274], [-4.068, -3.949, 5.416], [-4.822, -3.674, 4.245], [-4.498, -4.085, 10.468], [-3.427, -5.081, 9.454], [-2.870, -3.491, 9.990], [-3.749, -1.661, 9.274], [-5.429, -1.824, 8.714], [-4.187, -0.435, 7.162], [-4.627, -1.898, 6.332], [-2.266, -3.607, 7.421], [-1.046, -2.871, 6.419], [-2.151, -4.566, 5.090], [-2.514, -2.957, 4.423], [-4.584, -2.684, 3.841], [-5.881, -3.680, 4.514], [-4.641, -4.447, 3.491]]}

3.
{"formula": "C31H58Br12HgN3O3", "method": "ωB97M-V/def2-TZVPD", "gap_ev": 4.1021, "e_lumo_ha": 0.038, "total_energy_ev": -888377.6733, "largest_force_ev_per_a": 2.76, "e_above_lowest_kcal_mol": 22.13, "charge": -1, "elements": ["Hg", "C", "C", "C", "C", "C", "C", "N", "O", "C", "C", "C", "H", "H", "H", "H", "H", "H", "H", "H", "H", "H", "H", "H", "H", "H", "H", "H", "H", "H", "C", "C", "C", "C", "C", "C", "N", "O", "C", "C", "C", "H", "H", "H", "H", "H", "H", "H", "H", "H", "H", "H", "H", "H", "H", "H", "H", "H", "H", "C", "C", "C", "C", "C", "C", "N", "O", "C", "C", "C", "H", "H", "H", "H", "H", "H", "H", "H", "H", "H", "H", "H", "H", "H", "H", "H", "H", "H", "C", "Br", "Br", "Br", "H", "C", "Br", "Br", "Br", "H", "C", "Br", "Br", "Br", "H", "C", "Br", "Br", "Br", "H"], "coordinates": [[-14.957, -9.996, -14.347], [-17.575, -8.167, -10.850], [-16.917, -9.272, -11.806], [-17.611, -10.602, -11.535], [-18.981, -10.732, -12.200], [-18.765, -10.457, -13.705], [-18.099, -9.120, -14.075], [-16.901, -8.912, -13.209], [-15.997, -7.876, -13.592], [-19.073, -7.941, -13.904], [-17.671, -9.275, -15.514], [-15.491, -9.426, -11.302], [-17.180, -8.356, -9.852], [-18.654, -8.244, -10.926], [-17.093, -7.249, -11.188], [-17.697, -10.760, -10.457], [-16.943, -11.371, -11.941], [-19.594, -9.884, -11.878], [-19.511, -11.674, -12.088], [-19.701, -10.645, -14.241], [-18.140, -11.270, -14.094], [-18.592, -7.040, -14.284], [-19.462, -7.694, -12.916], [-19.961, -8.269, -14.458], [-17.094, -10.166, -15.765], [-17.190, -8.389, -15.945], [-18.542, -9.242, -16.185], [-15.039, -8.435, -11.200], [-14.807, -10.032, -11.899], [-15.429, -9.808, -10.276], [-10.641, -8.968, -13.518], [-11.510, -7.685, -13.494], [-10.645, -6.450, -13.303], [-9.736, -6.233, -14.519], [-10.659, -5.972, -15.733], [-11.656, -7.159, -15.988], [-12.297, -7.480, -14.710], [-13.356, -8.361, -14.839], [-10.854, -8.282, -16.702], [-12.715, -6.556, -16.891], [-12.396, -7.782, -12.247], [-10.504, -9.333, -12.495], [-9.668, -8.784, -13.968], [-11.144, -9.792, -14.030], [-10.022, -6.512, -12.407], [-11.293, -5.573, -13.241], [-9.023, -7.053, -14.615], [-9.093, -5.359, -14.368], [-10.035, -5.939, -16.630], [-11.112, -5.002, -15.539], [-10.126, -8.745, -16.034], [-10.339, -7.931, -17.598], [-11.508, -9.111, -16.984], [-13.363, -5.765, -16.520], [-13.354, -7.359, -17.275], [-12.298, -6.130, -17.815], [-12.952, -8.726, -12.242], [-13.201, -7.046, -12.158], [-11.889, -7.725, -11.280], [-13.626, -14.523, -14.125], [-13.396, -13.028, -13.929], [-11.902, -12.745, -14.001], [-11.290, -12.717, -15.419], [-12.127, -11.874, -16.365], [-13.616, -12.227, -16.344], [-14.054, -12.165, -14.948], [-15.479, -12.180, -14.792], [-13.901, -13.503, -17.170], [-14.245, -11.023, -17.105], [-13.866, -12.581, -12.530], [-14.616, -14.794, -14.504], [-13.581, -15.001, -13.141], [-12.932, -15.026, -14.798], [-11.357, -13.520, -13.450], [-11.608, -11.780, -13.581], [-11.173, -13.740, -15.798], [-10.264, -12.334, -15.450], [-11.750, -12.130, -17.359], [-12.044, -10.826, -16.073], [-13.411, -14.322, -16.636], [-13.591, -13.510, -18.214], [-14.970, -13.730, -17.165], [-13.841, -11.094, -18.122], [-13.970, -10.012, -16.785], [-15.328, -11.049, -17.246], [-13.316, -11.694, -12.226], [-13.614, -13.409, -11.856], [-14.946, -12.582, -12.407], [-9.093, -15.521, -16.747], [-7.360, -16.163, -17.368], [-9.884, -16.744, -15.430], [-10.354, -15.396, -18.262], [-8.988, -14.536, -16.311], [-13.649, -17.964, -16.349], [-13.566, -19.798, -17.035], [-12.997, -18.021, -14.547], [-15.440, -17.196, -16.422], [-12.934, -17.390, -16.927], [-17.023, -15.887, -11.608], [-17.010, -14.095, -10.884], [-18.210, -16.046, -13.211], [-17.414, -17.224, -10.258], [-16.043, -16.058, -12.032], [-8.779, -16.677, -11.651], [-10.366, -15.625, -12.242], [-7.364, -16.588, -13.042], [-9.248, -18.582, -11.539], [-8.522, -16.326, -10.662]]}

4.
{"formula": "C31H58Br4N2O19", "method": "ωB97M-V/def2-TZVPD", "gap_ev": 8.8525, "e_lumo_ha": 0.005, "total_energy_ev": -355136.0731, "largest_force_ev_per_a": 2.58, "e_above_lowest_kcal_mol": 37.01, "smiles": "COCCNCCOC.COCCNCCOC.O=C1OCCO1.O=C1OCCO1.O=C1OCCO1.O=C1OCCO1.O=C1OCCO1.BrCCBr.BrCCBr", "charge": 0, "elements": ["C", "O", "C", "C", "N", "C", "C", "O", "C", "H", "H", "H", "H", "H", "H", "H", "H", "H", "H", "H", "H", "H", "H", "H", "C", "O", "C", "C", "N", "C", "C", "O", "C", "H", "H", "H", "H", "H", "H", "H", "H", "H", "H", "H", "H", "H", "H", "H", "Br", "C", "C", "Br", "H", "H", "H", "H", "Br", "C", "C", "Br", "H", "H", "H", "H", "C", "C", "O", "C", "O", "O", "H", "H", "H", "H", "C", "C", "O", "C", "O", "O", "H", "H", "H", "H", "C", "C", "O", "C", "O", "O", "H", "H", "H", "H", "C", "C", "O", "C", "O", "O", "H", "H", "H", "H", "C", "C", "O", "C", "O", "O", "H", "H", "H", "H"], "coordinates": [[-4.352, -0.450, 1.641], [-4.619, 0.663, 0.821], [-3.498, 1.455, 0.391], [-3.946, 2.488, -0.571], [-4.287, 3.816, -0.098], [-4.886, 4.716, -1.052], [-4.122, 5.022, -2.330], [-4.932, 5.690, -3.291], [-5.286, 6.995, -2.929], [-5.226, -1.090, 1.522], [-4.236, -0.114, 2.677], [-3.456, -1.018, 1.381], [-2.791, 0.737, -0.032], [-3.021, 1.828, 1.307], [-4.655, 2.034, -1.281], [-3.108, 2.645, -1.270], [-4.578, 3.865, 0.862], [-4.988, 5.649, -0.485], [-5.928, 4.465, -1.291], [-3.922, 4.093, -2.867], [-3.215, 5.619, -2.201], [-4.372, 7.605, -2.869], [-5.815, 7.035, -1.969], [-5.944, 7.531, -3.613], [0.723, -6.545, 3.979], [1.785, -5.616, 3.851], [2.305, -5.209, 5.108], [3.253, -4.023, 4.930], [4.309, -4.338, 4.028], [5.228, -3.360, 3.490], [5.589, -3.749, 2.053], [4.531, -3.836, 1.112], [4.054, -2.563, 0.777], [-0.151, -6.168, 4.517], [1.141, -7.469, 4.384], [0.302, -6.755, 2.996], [2.866, -6.063, 5.503], [1.474, -4.938, 5.766], [3.595, -3.833, 5.957], [2.693, -3.098, 4.721], [4.057, -4.984, 3.296], [6.251, -3.419, 3.891], [4.913, -2.319, 3.598], [6.012, -4.757, 2.111], [6.392, -3.155, 1.599], [3.727, -1.874, 1.565], [3.227, -2.601, 0.067], [4.809, -1.977, 0.232], [-0.848, 0.705, -2.555], [0.715, -0.144, -1.665], [0.301, -0.867, -0.389], [-0.012, 0.521, 0.986], [1.369, 0.689, -1.407], [1.263, -0.717, -2.409], [0.966, -1.638, -0.012], [-0.638, -1.336, -0.690], [-1.062, -1.088, -7.363], [-1.837, 0.024, -5.901], [-2.649, 1.072, -6.620], [-1.416, 2.518, -7.298], [-1.046, 0.371, -5.247], [-2.491, -0.609, -5.300], [-3.401, 1.524, -5.975], [-3.136, 0.588, -7.459], [-0.393, -1.435, 3.759], [-0.275, -2.720, 4.535], [-0.638, -3.737, 3.588], [-1.507, -3.135, 2.741], [-2.098, -3.719, 1.881], [-1.485, -1.787, 2.884], [0.556, -1.315, 3.231], [-0.554, -0.559, 4.380], [-0.983, -2.836, 5.358], [0.761, -2.817, 4.847], [-3.542, -2.759, -0.846], [-4.321, -4.040, -1.187], [-3.999, -4.227, -2.564], [-2.801, -3.653, -2.769], [-2.201, -3.717, -3.801], [-2.359, -3.088, -1.632], [-3.233, -2.683, 0.191], [-3.953, -1.821, -1.219], [-5.388, -3.808, -1.118], [-4.145, -4.909, -0.557], [3.933, 1.609, 1.244], [4.797, 2.458, 0.341], [4.780, 3.746, 0.971], [4.051, 3.700, 2.086], [3.939, 4.552, 2.914], [3.421, 2.502, 2.203], [4.568, 0.817, 1.650], [3.093, 1.205, 0.674], [4.295, 2.495, -0.622], [5.795, 2.053, 0.197], [-0.728, 4.904, -0.118], [-0.432, 3.771, 0.896], [0.921, 3.450, 0.548], [1.319, 4.052, -0.563], [2.343, 3.840, -1.139], [0.295, 4.726, -1.096], [-0.566, 5.890, 0.323], [-1.691, 4.852, -0.617], [-1.225, 3.027, 0.864], [-0.356, 4.115, 1.927], [3.247, 1.947, -3.325], [3.795, 1.324, -4.647], [3.651, -0.061, -4.421], [3.784, -0.281, -3.117], [3.975, -1.334, -2.587], [3.569, 0.843, -2.410], [2.226, 2.320, -3.344], [3.854, 2.799, -3.029], [4.832, 1.640, -4.739], [3.090, 1.557, -5.443]]}